[1]
DFT (ωB97M-V with the def2-TZVPD basis set) results for a structure of composition C12H48Al2O16P in a non-equilibrium geometry.

Properties
- orbital gap (eV) = 2.872
- relative energy (zero: lowest compared OMol25 entry of this formula, charge and spin) (kJ/mol) = 0.0
- HOMO energy (eV) = -17.74

```
! RIJCOSX wB97M-V def2-TZVPD def2/J DEFGRID3
* xyz 3 1
Al 2.269 -2.227 1.730
Al 1.217 2.968 2.224
P 0.295 0.196 0.496
O 1.267 0.274 1.735
O -1.102 -0.173 1.013
O 0.964 -0.924 -0.305
O 0.371 1.587 -0.121
C -0.403 2.581 -3.117
O -1.259 2.603 -1.994
H -0.978 2.725 -4.028
H 0.317 3.423 -3.083
H 0.176 1.651 -3.090
H -0.874 2.088 -1.251
C -1.614 -3.538 0.836
O -0.697 -2.707 1.531
H -1.191 -4.506 0.587
H -2.527 -3.647 1.428
H -1.838 -3.057 -0.122
H -0.958 -1.765 1.411
C -1.281 5.533 0.189
O -0.372 4.420 0.073
H -2.273 5.135 0.398
H -0.905 6.172 0.984
H -1.241 6.113 -0.742
H -0.812 3.762 -0.499
C 2.907 -0.640 -3.261
O 2.786 0.031 -1.996
H 2.369 -0.144 -4.072
H 3.956 -0.663 -3.556
H 2.559 -1.671 -3.174
H 2.009 -0.318 -1.506
C -3.132 2.816 1.704
O -1.824 2.297 1.622
H -3.492 3.046 0.685
H -3.809 2.045 2.102
H -3.166 3.674 2.366
H -1.861 1.370 1.291
C 0.475 -2.511 5.308
O 0.770 -1.864 4.069
H -0.561 -2.846 5.320
H 1.174 -3.339 5.403
H 0.613 -1.849 6.169
H 0.131 -1.102 3.944
C 1.166 -5.275 -1.019
O 1.383 -3.919 -0.613
H 1.906 -5.917 -0.547
H 0.176 -5.660 -0.773
H 1.319 -5.352 -2.101
H 0.767 -3.406 -1.175
C -2.434 -0.853 3.969
O -1.193 -0.205 3.672
H -2.759 -0.451 4.923
H -3.203 -0.550 3.249
H -2.360 -1.939 3.946
H -1.010 -0.264 2.714
C 5.438 -1.365 -0.566
O 4.041 -1.565 -0.392
H 5.991 -2.214 -0.175
H 5.640 -1.204 -1.632
H 5.833 -0.496 -0.024
H 3.531 -0.830 -0.848
C -1.335 -1.668 -2.748
O -0.171 -2.288 -2.219
H -1.091 -0.656 -3.104
H -1.700 -2.262 -3.579
H -2.115 -1.585 -1.979
H 0.116 -1.814 -1.405
C 2.856 3.686 -1.845
O 2.305 3.220 -0.652
H 3.565 4.495 -1.661
H 3.394 2.898 -2.376
H 2.080 4.176 -2.470
H 1.746 2.436 -0.817
C -3.941 0.811 -1.306
O -3.631 -0.032 -0.226
H -3.963 1.879 -1.035
H -3.211 0.679 -2.122
H -4.918 0.523 -1.687
H -2.670 -0.049 -0.078
*
```

Results of the Mulliken charge analysis, in e, for atoms 1 through 4:
1. Al 1.2472
2. Al 0.9523
3. P 1.1160
4. O -1.2396

[2]
DFT (ωB97M-V with the def2-TZVPD basis set) results for a structure of composition C32H46AuN8O2SbSi.

Properties
- orbital gap (eV) = 8.414
- relative energy (zero: lowest compared OMol25 entry of this formula, charge and spin) (kJ/mol) = 0.0
- HOMO energy (eV) = -8.50

```
! RIJCOSX wB97M-V def2-TZVPD def2/J DEFGRID3
* xyz 0 1
Au 2.056 -1.700 -0.895
C 1.303 0.010 5.623
N 1.574 -0.330 4.246
C 1.025 -1.297 3.497
N 1.428 -1.200 2.249
C 2.269 -0.127 2.291
N 2.374 0.438 3.474
C -0.043 0.674 5.818
C -0.574 0.769 7.099
C -1.820 1.343 7.307
C -2.554 1.820 6.235
C -2.021 1.737 4.952
C -0.765 1.176 4.744
C -2.824 2.206 3.824
N -4.093 2.419 3.792
N -4.392 2.826 2.502
C -3.280 2.823 1.852
O -2.233 2.442 2.625
C -3.068 3.185 0.451
C -4.187 3.314 -0.373
C -4.023 3.683 -1.694
C -2.751 3.935 -2.193
C -1.636 3.817 -1.376
C -0.266 4.154 -1.911
N 0.632 3.020 -2.000
C 0.861 2.200 -3.037
N 1.751 1.289 -2.713
C 2.044 1.599 -1.421
N 1.385 2.638 -0.947
C -1.795 3.427 -0.049
H 2.113 0.663 5.945
H 1.352 -0.901 6.223
H 0.339 -2.027 3.897
H 2.842 0.190 1.434
H -0.014 0.379 7.940
H -2.224 1.407 8.308
H -3.535 2.253 6.374
H -0.364 1.117 3.740
H -5.169 3.127 0.039
H -4.887 3.780 -2.338
H -2.628 4.238 -3.226
H 0.225 4.887 -1.272
H -0.352 4.582 -2.909
H 0.375 2.314 -3.993
H 2.765 1.048 -0.836
H -0.925 3.325 0.590
C 5.292 0.223 -2.407
Si 5.221 -1.113 -1.087
C 6.682 -0.883 0.067
C 5.387 -2.778 -1.945
O 3.849 -1.016 -0.222
H 6.202 0.145 -3.009
H 5.278 1.218 -1.956
H 4.433 0.151 -3.080
H 7.630 -0.912 -0.476
H 6.702 -1.668 0.827
H 6.619 0.078 0.583
H 6.337 -2.861 -2.479
H 4.581 -2.924 -2.670
H 5.334 -3.593 -1.219
C -2.667 -0.055 -1.933
C -1.354 -0.308 -1.205
C -1.520 -0.318 0.313
Sb -0.255 -2.086 -1.727
C -1.329 -3.709 -0.813
C -2.847 -3.650 -0.946
C -0.754 -5.027 -1.326
C -0.443 -2.371 -3.852
C -1.823 -2.811 -4.326
C 0.025 -1.100 -4.558
H -3.104 0.886 -1.584
H -3.399 -0.844 -1.746
H -2.532 0.026 -3.013
H -0.642 0.480 -1.470
H -2.197 -1.112 0.637
H -1.951 0.630 0.644
H -0.567 -0.456 0.827
H -1.061 -3.602 0.242
H -3.170 -3.690 -1.987
H -3.263 -2.746 -0.502
H -3.298 -4.505 -0.434
H -0.967 -5.170 -2.389
H -1.199 -5.870 -0.791
H 0.328 -5.078 -1.191
H 0.279 -3.166 -4.058
H -2.594 -2.087 -4.057
H -2.113 -3.780 -3.920
H -1.825 -2.899 -5.417
H -0.671 -0.275 -4.383
H 0.065 -1.270 -5.637
H 1.009 -0.774 -4.218
*
```

Results of the Mulliken charge analysis, in e, for atoms 1 through 4:
1. Au 0.3538
2. C -1.2435
3. N 0.7308
4. C -0.1047

[3]
DFT (ωB97M-V with the def2-TZVPD basis set) results for an isolated molecule of C5H5NOS in a non-equilibrium geometry.

Properties
- orbital gap (eV) = 10.246
- relative energy (zero: lowest compared OMol25 entry of this formula, charge and spin) (kJ/mol) = 327.1
- SMILES = N#C[C@@H]1OC=CCS1
- HOMO energy (eV) = -9.69

```
! RIJCOSX wB97M-V def2-TZVPD def2/J DEFGRID3
* xyz 0 1
N 0.487 -1.783 2.265
C 0.042 -1.588 1.235
C -0.374 -1.460 -0.206
O 0.940 -1.100 -0.802
C 1.251 0.308 -0.957
C 0.509 1.351 -0.434
C -0.735 1.124 0.383
S -1.780 -0.321 -0.311
H -0.727 -2.403 -0.355
H 1.871 0.615 -1.967
H 0.615 2.458 -0.707
H -0.689 0.889 1.423
H -1.411 1.911 0.434
*
```

Results of the Mulliken charge analysis, in e, for atoms 1 through 4:
1. N -0.4261
2. C 0.1742
3. C 0.0933
4. O -0.3338

[4]
DFT (ωB97M-V with the def2-TZVPD basis set) results for an isolated molecule of C6H8BrN in a non-equilibrium geometry.

Properties
- orbital gap (eV) = 9.250
- relative energy (zero: lowest compared OMol25 entry of this formula, charge and spin) (kJ/mol) = 56.7
- SMILES = C[C@H]1C=C(Br)N=CC1
- HOMO energy (eV) = -8.73

```
! RIJCOSX wB97M-V def2-TZVPD def2/J DEFGRID3
* xyz 0 1
C 0.714 -0.711 1.573
C -0.153 0.190 0.761
C 0.535 1.271 -0.026
C 0.500 1.248 -1.367
Br 0.863 2.834 -2.439
N 0.064 0.135 -2.043
C -0.674 -0.761 -1.575
C -1.131 -0.675 -0.168
H 1.323 -1.342 0.926
H 0.037 -1.309 2.064
H 1.441 -0.158 2.314
H -0.724 0.743 1.440
H 1.114 2.043 0.460
H -0.623 -1.732 -2.181
H -2.096 -0.196 -0.039
H -1.191 -1.578 0.298
*
```

Results of the Mulliken charge analysis, in e, for atoms 1 through 4:
1. C -1.3372
2. C 0.3735
3. C -0.4525
4. C 0.1485

[5]
DFT (ωB97M-V with the def2-TZVPD basis set) results for the ion C4H12NO with charge +1 in a non-equilibrium geometry.

Properties
- orbital gap (eV) = 11.796
- relative energy (zero: lowest compared OMol25 entry of this formula, charge and spin) (kJ/mol) = 76.4
- SMILES = C[C@H]([NH3+])[C@@H](C)O
- HOMO energy (eV) = -15.14

```
! RIJCOSX wB97M-V def2-TZVPD def2/J DEFGRID3
* xyz 1 1
C 1.530 -1.041 0.462
C 0.126 -0.792 -0.141
N 0.284 -0.219 -1.569
C -0.809 0.132 0.585
C -0.407 1.598 0.811
O -1.969 0.095 -0.295
H 1.969 -0.219 1.027
H 2.239 -1.098 -0.368
H 1.469 -1.981 0.990
H -0.366 -1.756 -0.217
H -0.698 -0.032 -1.836
H 0.588 -0.984 -2.161
H 0.773 0.671 -1.550
H -1.115 -0.344 1.515
H 0.339 1.571 1.602
H -1.314 2.167 0.970
H 0.116 2.002 -0.058
H -2.755 0.228 0.233
*
```

Results of the Mulliken charge analysis, in e, for atoms 1 through 4:
1. C -1.2491
2. C -0.0341
3. N -0.3225
4. C -0.0868

[6]
DFT (ωB97M-V with the def2-TZVPD basis set) results for a cluster of 8 separate species, C34H84BrN3O8P in total in a non-equilibrium geometry.

Properties
- orbital gap (eV) = 7.872
- HOMO energy (eV) = -11.25

```
! RIJCOSX wB97M-V def2-TZVPD def2/J DEFGRID3
* xyz 1 1
C -2.577 1.688 0.691
C -2.238 1.184 -0.841
C -0.945 1.923 -1.532
C 0.419 1.897 -0.619
O 1.449 0.931 -1.123
C 1.806 0.053 0.005
C 3.116 -0.966 -0.196
N 2.643 -2.213 0.581
C 2.984 -1.942 2.026
C 1.765 -2.171 3.095
C 2.501 -2.612 4.531
Br 0.695 -0.529 3.515
C 1.189 -2.267 0.177
N 0.486 -3.406 -0.126
P 1.097 -5.078 -0.134
C -0.434 -6.156 0.405
C 2.394 -5.415 1.225
C 3.884 -5.319 0.545
N 0.603 -0.871 0.131
H -3.583 1.136 1.011
H -1.745 1.352 1.449
H -2.819 2.847 0.768
H -3.186 1.481 -1.502
H -2.177 -0.005 -0.897
H -1.245 3.019 -1.884
H -0.699 1.312 -2.526
H 0.216 1.710 0.527
H 0.921 2.964 -0.737
H 2.065 0.632 1.013
H 3.077 -1.223 -1.346
H 4.180 -0.533 0.095
H 3.865 -2.695 2.308
H 3.464 -0.860 2.155
H 1.052 -3.087 2.838
H 2.492 -3.806 4.557
H 1.830 -2.270 5.427
H 3.609 -2.236 4.570
H -0.523 -3.267 -0.426
H -1.368 -5.951 -0.270
H -0.658 -5.811 1.524
H -0.152 -7.309 0.489
H 2.307 -4.750 2.182
H 2.225 -6.537 1.595
H 4.036 -6.213 -0.228
H 4.735 -5.392 1.374
H 4.094 -4.328 -0.045
H -0.090 -0.861 -0.650
C 8.471 -2.833 2.222
C 7.508 -3.642 3.075
C 8.251 -4.591 4.002
O 6.641 -4.392 2.228
H 9.077 -3.489 1.586
H 7.922 -2.164 1.551
H 9.141 -2.233 2.844
H 6.882 -2.965 3.667
H 8.849 -5.309 3.430
H 7.545 -5.175 4.602
H 8.915 -4.043 4.678
H 7.188 -4.996 1.699
C -0.355 6.046 -2.043
C -1.358 6.899 -2.803
C -2.457 6.046 -3.418
O -0.684 7.616 -3.834
H 0.135 5.328 -2.711
H 0.437 6.671 -1.617
H -0.840 5.493 -1.233
H -1.801 7.637 -2.126
H -2.041 5.329 -4.135
H -3.165 6.672 -3.972
H -3.005 5.494 -2.649
H -0.288 6.968 -4.440
C -4.849 -3.817 2.007
C -4.456 -4.673 0.813
C -4.095 -6.087 1.239
O -3.340 -4.079 0.154
H -4.020 -3.734 2.719
H -5.094 -2.799 1.687
H -5.715 -4.239 2.527
H -5.282 -4.704 0.095
H -3.240 -6.084 1.924
H -3.802 -6.687 0.371
H -4.938 -6.577 1.736
H -2.601 -4.047 0.785
C -2.553 -2.023 -3.450
C -3.556 -1.171 -4.209
C -4.655 -2.023 -4.824
O -2.882 -0.454 -5.240
H -2.063 -2.741 -4.118
H -1.761 -1.398 -3.023
H -3.038 -2.576 -2.639
H -3.999 -0.432 -3.532
H -4.240 -2.740 -5.541
H -5.363 -1.397 -5.378
H -5.203 -2.576 -4.055
H -2.486 -1.102 -5.846
C -0.961 7.669 -7.556
C 0.512 7.907 -7.847
C 0.743 8.214 -9.318
O 1.258 6.748 -7.484
H -1.340 6.812 -8.124
H -1.112 7.437 -6.496
H -1.561 8.549 -7.811
H 0.878 8.738 -7.236
H 0.426 7.376 -9.948
H 1.810 8.370 -9.515
H 0.195 9.110 -9.626
H 0.939 6.005 -8.022
C 2.556 6.866 2.825
C 2.778 6.703 1.330
C 3.530 7.890 0.748
O 1.518 6.576 0.676
H 1.955 7.758 3.037
H 2.003 6.011 3.227
H 3.508 6.951 3.359
H 3.341 5.782 1.140
H 2.964 8.818 0.887
H 3.672 7.765 -0.330
H 4.511 8.005 1.220
H 1.012 7.389 0.839
C -6.397 -3.036 7.001
C -6.044 -4.224 6.120
C -5.474 -5.371 6.939
O -5.088 -3.820 5.144
H -5.508 -2.651 7.514
H -6.794 -2.213 6.397
H -7.143 -3.311 7.754
H -6.937 -4.562 5.584
H -4.553 -5.069 7.449
H -5.213 -6.215 6.290
H -6.192 -5.716 7.689
H -4.291 -3.518 5.611
*
```

Results of the Mulliken charge analysis, in e, for atoms 1 through 4:
1. C -0.9292
2. C 0.0815
3. C -0.1058
4. C -0.0790

[7]
DFT (ωB97M-V with the def2-TZVPD basis set) results for a structure of composition C20H40BeNO17 in a non-equilibrium geometry.

Properties
- orbital gap (alpha / beta) (eV) = 8.780 / 6.680
- <S²> = 0.7505
- HOMO energy (alpha / beta) (eV) = -9.08 / -9.11

```
! RIJCOSX wB97M-V def2-TZVPD def2/J DEFGRID3
* xyz 0 2
Be 2.315 3.002 -2.065
N 1.186 0.891 -0.148
O 1.575 1.945 0.247
O 0.917 0.865 -1.321
O 1.073 -0.082 0.556
C -2.883 3.504 2.029
C -1.352 3.421 1.951
C -0.982 2.167 2.770
O -2.144 1.701 3.380
C -3.208 2.119 2.570
H -3.445 3.613 1.101
H -3.179 4.247 2.770
H -0.985 4.305 2.472
H -1.024 3.380 0.913
H -0.275 2.468 3.543
H -0.518 1.438 2.104
H -4.115 2.038 3.171
H -3.417 1.452 1.734
C 1.693 -3.528 -1.968
C 2.690 -4.557 -2.305
C 3.367 -4.990 -1.001
O 2.991 -3.966 -0.097
C 1.678 -3.472 -0.462
H 0.723 -3.699 -2.435
H 1.956 -2.579 -2.437
H 3.456 -4.052 -2.893
H 2.352 -5.435 -2.854
H 4.446 -5.147 -1.031
H 2.897 -5.930 -0.714
H 1.496 -2.484 -0.041
H 0.927 -4.201 -0.155
C 2.971 2.438 -6.572
O 1.983 1.483 -6.477
C 1.310 1.322 -5.284
O 1.555 1.873 -4.187
O 0.395 0.386 -5.530
C -0.474 0.011 -4.500
H 3.600 2.368 -5.684
H 2.566 3.443 -6.691
H 3.686 2.195 -7.358
H -1.088 0.852 -4.179
H 0.080 -0.404 -3.658
H -1.106 -0.803 -4.855
C 3.813 -3.888 6.262
O 3.648 -2.502 5.902
C 2.568 -2.149 5.202
O 1.659 -2.877 4.767
O 2.672 -0.875 4.816
C 1.900 -0.394 3.725
H 4.706 -3.928 6.886
H 3.996 -4.561 5.424
H 3.008 -4.135 6.955
H 2.194 0.647 3.588
H 0.834 -0.446 3.944
H 2.194 -0.959 2.841
C -1.132 -2.181 2.263
O -2.417 -1.605 2.105
C -3.442 -2.287 1.543
O -3.437 -3.423 1.054
O -4.479 -1.423 1.574
C -5.624 -1.658 0.738
H -0.815 -2.678 1.346
H -1.246 -2.863 3.106
H -0.353 -1.431 2.397
H -5.768 -2.736 0.668
H -5.522 -1.253 -0.269
H -6.555 -1.412 1.250
C -1.007 6.204 -2.338
O -1.798 5.129 -2.046
C -1.405 3.873 -1.912
O -0.267 3.518 -2.065
O -2.435 3.117 -1.555
C -2.247 1.755 -1.300
H -1.634 6.898 -2.898
H -0.153 6.086 -3.004
H -0.648 6.802 -1.500
H -1.469 1.439 -0.607
H -1.860 1.361 -2.240
H -3.169 1.238 -1.032
*
```

Results of the Mulliken charge analysis, in e, for atoms 1 through 4:
1. Be 1.1117
2. N 1.0448
3. O -0.6843
4. O -0.6236